# 1
Computed, not measured: an isolated molecule of C6H4 at a distorted geometry, with ωB97M-V/def2-TZVPD.

XYZ file:
```
10
Properties=species:S:1:pos:R:3:forces:R:3
C -1.43280 0.82825 0.13980 -2.014 1.540 0.659
C -0.36455 -1.36336 -0.53348 0.216 -3.158 -2.083
C -1.28588 -0.43273 -0.40746 -0.577 0.716 0.686
C -0.17564 1.14788 0.47720 1.239 -2.404 -1.730
C 1.05438 0.32130 0.14794 0.731 0.242 2.953
C 1.01368 -1.22443 -0.48043 0.654 3.750 1.926
H -2.37083 1.40988 0.32534 1.036 -0.710 -0.343
H -0.51079 -2.33317 -1.05178 -1.127 0.410 0.432
H 1.67607 0.90296 -0.51126 0.440 0.384 -0.415
H 1.62565 0.43468 1.18886 -0.598 -0.769 -2.085
```
Positions in Å, forces in eV/Å.

Output
ΔE to the lowest compared entry with this formula, charge and spin   467.2 kJ/mol
Charge   0
Orbital gap (alpha / beta)   7.587 / 7.314 eV

# 2
Computed, not measured: a structure of composition C6H4 at a distorted geometry, with ωB97M-V/def2-TZVPD.

XYZ file:
```
10
Properties=species:S:1:pos:R:3:forces:R:3
C -2.16390 0.34501 0.12726 -1.809 -0.955 -0.083
C -1.49436 1.60626 0.68681 3.096 -1.177 1.242
C -0.99977 0.26618 -0.53963 2.217 -0.531 1.843
C -0.41025 0.57394 0.83131 -3.101 2.545 -1.637
C 0.33572 -0.35044 -0.88206 1.627 1.487 -1.135
C 0.82565 -0.28328 0.57062 -0.256 -0.180 0.942
H 0.33174 -1.39124 -1.07166 -0.434 -0.884 -1.631
H 0.91692 0.35546 -1.58880 -0.727 -1.655 0.904
H 1.80223 0.15101 0.76447 -0.180 0.550 0.093
H 0.85604 -1.27290 1.10168 -0.432 0.800 -0.537
```
Positions in Å, forces in eV/Å.

Output
ΔE to the lowest compared entry with this formula, charge and spin   546.7 kJ/mol
Charge   0
Orbital gap   8.869 eV

# 3
Computed, not measured: a cluster of 13 separate species, C6H40N2O12 in total at a distorted geometry, with ωB97M-V/def2-TZVPD.

XYZ file:
```
60
Properties=species:S:1:pos:R:3:forces:R:3
C -0.39746 -1.66201 2.12650 -2.377 -0.083 1.033
C -1.29436 -0.77868 1.17734 1.706 1.562 0.225
C -1.45762 -1.36775 -0.28758 0.156 1.346 0.493
C -2.06807 -0.37341 -1.35165 -0.910 -1.669 1.885
C -0.24684 -2.11622 -0.85402 1.013 -1.926 0.638
N -0.50728 0.52474 1.16194 0.241 1.245 1.424
C -1.10522 1.49126 2.14307 -1.451 -0.255 -0.711
N -1.12830 2.85928 1.64501 1.173 0.871 0.773
H 0.20043 -1.04803 2.85276 -0.795 -0.790 -1.131
H -1.00502 -2.37425 2.72641 0.121 0.343 -0.233
H 0.19364 -2.29924 1.50954 0.792 -0.106 -0.072
H -2.32578 -0.44721 1.60222 1.655 -1.169 -0.817
H -2.19585 -2.06076 -0.01678 -1.076 -1.525 -0.383
H -1.69997 -0.63226 -2.32145 0.524 0.527 -0.470
H -1.89724 0.55379 -0.90452 0.685 1.908 -0.467
H -3.17238 -0.40934 -1.43665 0.747 0.111 0.601
H -0.58692 -3.17183 -0.98821 0.475 0.645 -0.067
H 0.21199 -1.87542 -1.81900 -0.766 0.609 0.227
H 0.66713 -2.22027 -0.19011 -1.088 0.389 -0.520
H 0.46641 0.43490 1.57280 -1.420 -0.684 -0.911
H -2.16158 1.20452 2.36305 0.465 0.170 -0.798
H -0.74677 1.44640 3.17658 0.963 0.214 -0.304
H -1.22824 2.90865 0.65253 -0.757 -0.775 -0.809
H -0.21238 3.30187 1.68649 0.131 -0.153 0.820
H 2.30111 2.44683 0.02582 0.747 0.121 -0.739
H 2.94449 2.32024 -1.37760 -0.103 0.048 0.668
O 3.15991 2.52770 -0.44879 -0.834 -0.189 0.037
H -3.57876 -3.28913 -2.35720 -1.526 -0.213 -0.808
H -4.00256 -1.58454 -2.28086 -1.642 -0.266 -0.881
O -3.50634 -2.36974 -2.17203 2.687 -0.571 1.183
H 3.43869 0.79426 0.95752 0.088 0.876 -0.824
H 4.57467 1.61104 1.73907 -0.134 0.325 -0.737
O 3.96782 0.87451 1.74194 0.232 -1.117 1.435
H -3.10823 4.14365 0.63013 -0.233 0.163 0.221
H -3.36579 3.85554 2.07984 -0.072 -0.200 -0.263
O -3.80415 3.81917 1.21506 -0.043 0.397 0.451
H 2.14625 -3.36741 2.72996 0.222 0.061 -0.815
H 1.71822 -3.39435 4.12261 -0.151 0.169 0.513
O 1.94721 -2.76057 3.43780 0.116 -0.968 0.629
H 0.19837 0.99536 -0.87907 -0.609 -0.870 1.136
H 0.93562 0.24470 -2.09511 -0.270 -0.719 0.372
O 0.64974 1.07061 -1.70737 0.930 1.674 -1.208
H -1.23559 2.63207 -2.49003 0.512 0.483 -0.140
H 0.06585 3.46691 -2.28345 -1.362 -0.189 -0.406
O -0.88788 3.54578 -2.54289 0.804 -0.442 0.616
H 4.08787 -1.02580 0.10445 -0.202 0.535 -0.101
H 4.59349 -1.97198 -0.87452 0.177 -0.336 -0.602
O 4.13002 -1.13312 -0.85737 0.003 -0.183 0.580
H 2.05581 -0.16357 -3.78913 -0.122 -0.156 -0.249
H 2.76442 -0.81477 -2.61002 -1.180 -0.622 -0.731
O 1.99674 -0.95967 -3.24432 1.484 0.776 0.954
H 1.27411 -4.03733 -3.67448 0.237 -0.462 0.030
H 0.52892 -2.77277 -3.77633 -0.300 -0.179 0.317
O 0.42091 -3.67633 -3.43352 0.165 0.491 -0.503
H -2.60854 3.09576 -0.99016 0.704 0.796 -0.150
H -3.74835 2.48109 -0.14384 0.605 0.111 -1.049
O -3.29688 2.45212 -1.02745 -1.348 -0.918 0.666
H 2.79481 0.24134 3.03084 0.961 0.289 -0.152
H 2.16370 -1.02037 3.71409 0.167 0.209 -0.378
O 1.98206 -0.16600 3.30016 -0.920 0.276 0.502
```
Positions in Å, forces in eV/Å.

Output
ΔE to the lowest compared entry with this formula, charge and spin   439.3 kJ/mol
Charge   0
Orbital gap   8.686 eV

| no. | electronic energy (eV) |
| --- | --- |
| 1 | -6277.633 |
| 2 | -6276.809 |
| 3 | -34418.824 |